# 1
The following is a quantum chemistry calculation of the ion C3H7N4 with charge +1, from the Open Molecules 2025 dataset.

Structure (XYZ):
```
14
Properties=species:S:1:pos:R:3:lowdin_charge:R:1
C 2.277 0.788 -0.271 0.00
C 0.849 0.986 -0.043 -0.09
C -1.176 -0.016 0.618 -0.29
N 2.888 -0.243 -0.040 0.05
N 3.164 -1.274 0.483 0.32
N 0.215 -0.029 0.382 0.08
N -1.899 -0.933 -0.305 0.04
H 2.807 1.624 -0.696 0.16
H 0.351 2.009 -0.109 0.16
H -1.707 0.957 0.723 0.13
H -1.376 -0.554 1.494 0.10
H 3.547 -2.134 -0.090 0.21
H -2.575 -1.406 0.239 0.06
H -2.331 -0.488 -1.072 0.06
```

- structure (SMILES) = N=[N+]=C/C=N/CN
- net charge = +1
- gap between HOMO and LUMO (spin up / spin down) (eV) = 6.66 / 6.66

=====

# 2
The following is a quantum chemistry calculation of a structure of composition C3H12O3Rb, from the Open Molecules 2025 dataset.

Structure (XYZ):
```
19
Properties=species:S:1:pos:R:3:lowdin_charge:R:1
Rb -0.963 0.256 -0.642 1.07
C 2.353 1.240 -0.687 -0.19
O 1.865 0.525 -1.747 -0.17
H 3.162 0.639 -0.271 0.10
H 2.720 2.245 -0.895 0.10
H 1.582 1.329 0.079 0.05
H 2.510 0.728 -2.428 0.11
C -3.038 1.691 2.194 -0.13
O -3.072 1.692 0.773 -0.24
H -2.533 0.809 2.590 0.08
H -2.465 2.580 2.456 0.09
H -4.053 1.713 2.590 0.09
H -3.594 2.431 0.454 0.09
C 0.751 -3.293 -0.705 -0.14
O 0.944 -1.915 -0.476 -0.23
H 1.642 -3.762 -1.123 0.09
H 0.578 -3.788 0.250 0.09
H -0.086 -3.434 -1.388 0.08
H 1.697 -1.685 -1.025 0.06
```

- net charge = +1
- gap between HOMO and LUMO (eV) = 10.84

=====

# 3
The following is a quantum chemistry calculation of a cluster of 2 separate species, C9H14 in total, from the Open Molecules 2025 dataset.

Structure (XYZ):
```
23
Properties=species:S:1:pos:R:3:lowdin_charge:R:1
C 1.669 3.059 -1.823 -0.19
C 0.625 3.330 -0.764 -0.17
H 1.351 2.375 -2.609 0.06
H 1.993 3.990 -2.310 0.06
H 2.652 2.744 -1.468 0.06
H -0.407 3.256 -1.129 0.06
H 0.542 2.407 -0.167 0.06
H 0.761 4.277 -0.262 0.06
C -1.529 -3.163 -0.729 -0.06
C 0.966 -0.832 0.962 -0.10
C 0.329 -0.440 2.172 -0.09
C 0.302 -1.576 0.020 -0.07
C -0.982 -2.151 0.225 -0.28
C -0.975 -0.832 2.301 -0.10
C -1.612 -1.629 1.334 -0.06
H 1.853 -0.288 0.661 0.10
H 0.901 0.207 2.815 0.10
H 0.711 -1.724 -0.979 0.11
H -1.556 -0.540 3.169 0.10
H -1.861 -2.810 -1.694 0.08
H -2.348 -3.754 -0.318 0.08
H -2.626 -1.988 1.514 0.11
H -0.759 -3.917 -0.922 0.08
```

- structure (SMILES) = Cc1ccccc1.CC
- net charge = 0
- gap between HOMO and LUMO (eV) = 10.04

=====

# 4
The following is a quantum chemistry calculation of a cluster of 2 separate species, C6H14NO in total, from the Open Molecules 2025 dataset.

Structure (XYZ):
```
22
Properties=species:S:1:pos:R:3:lowdin_charge:R:1
C 1.929 -0.167 -0.881 -0.43
O 0.899 0.384 -0.036 -0.41
C 2.463 -1.511 -0.299 -0.31
N 3.488 -2.062 -1.215 -0.07
H 1.518 -0.377 -1.850 0.06
H 2.822 0.510 -0.879 0.08
H 2.991 -1.207 0.646 0.10
H 1.627 -2.181 -0.094 0.09
H 3.971 -2.844 -0.780 0.03
H 3.097 -2.416 -2.114 0.06
C -1.295 1.408 1.700 -0.10
C -2.317 0.965 0.670 -0.41
C -3.213 -0.006 1.026 -0.01
C -1.963 1.333 -0.757 -0.10
H -0.332 0.913 1.395 0.05
H -1.609 1.197 2.724 0.06
H -1.143 2.490 1.666 0.06
H -3.902 -0.462 0.312 0.03
H -3.384 -0.265 2.073 0.03
H -2.630 0.859 -1.478 0.05
H -0.903 1.005 -0.866 0.05
H -2.113 2.434 -0.963 0.08
```

- net charge = -1
- gap between HOMO and LUMO (eV) = 6.85

=====

Here are the calculated total energy numbers, same order: -337.12271, -371.07590, -351.29970, -366.95285 (Ha).